1.
C5H10O in the gas phase. Source: the OMol25 dataset; level of theory: the ωB97M-V functional and the def2-TZVPD basis.

Geometry as XYZ:
```
16
Properties=species:S:1:pos:R:3:forces:R:3:nbo_charge:R:1
C 1.48808 0.98530 -0.41056 -0.322 0.891 0.568 -0.51
C 0.86939 0.48095 0.66510 -0.042 1.066 -0.007 -0.09
C -0.53101 -0.10364 0.60536 0.242 0.141 0.061 -0.30
C -1.53395 0.81508 -0.09444 -0.022 -0.026 -0.077 -0.60
C -0.25129 -1.46809 -0.09874 -0.171 -0.008 -0.080 -0.06
O 1.14813 -1.69009 -0.08379 0.222 -0.671 -0.997 -0.74
H 2.53253 1.27616 -0.38523 -0.098 0.043 0.052 0.22
H 0.94202 1.18331 -1.33029 0.126 -0.120 0.050 0.20
H 1.42986 0.30106 1.58094 -0.030 0.141 -0.190 0.21
H -0.89075 -0.29246 1.62546 0.176 0.045 -0.187 0.21
H -1.58464 1.78344 0.41738 -0.008 -0.193 -0.090 0.22
H -2.54187 0.38637 -0.10006 0.162 -0.021 0.000 0.21
H -1.24736 1.00316 -1.13506 -0.060 -0.051 0.142 0.20
H -0.61752 -1.47267 -1.13761 -0.095 0.132 0.174 0.16
H -0.73833 -2.30073 0.42359 0.217 0.223 -0.064 0.19
H 1.52673 -0.88716 -0.54205 -0.296 -1.594 0.646 0.48
```
Positions in Å, forces in eV/Å.

Structure (SMILES): C=C[C@@H](C)CO
Highest occupied orbital energy in eV: -9.61
Energy above the lowest of the compared OMol25 structures with the same formula, charge and spin in eV: 1.719
E_LUMO in eV: 1.09
Gap between HOMO and LUMO in hartree: 0.393
Spin multiplicity: 1

***

2.
A molecular structure, C5H10O. Source: the OMol25 dataset; level of theory: the ωB97M-V functional and the def2-TZVPD basis.

Geometry as XYZ:
```
16
Properties=species:S:1:pos:R:3:forces:R:3:nbo_charge:R:1
C 1.38438 -0.18650 0.72439 0.081 -0.144 0.137 -0.62
C 0.15026 0.69155 0.54565 0.088 0.011 0.086 -0.26
C 0.41514 1.46605 -0.74533 0.113 0.292 -0.040 -0.06
O -0.12407 0.35591 -1.50287 -0.178 0.050 -0.217 -0.54
C -0.89595 -0.00938 -0.32779 -0.242 -0.165 0.210 0.11
C -1.23874 -1.46346 -0.09147 0.038 -0.013 -0.096 -0.64
H 2.22001 0.40073 1.12010 -0.118 -0.101 -0.018 0.21
H 1.64337 -0.53166 -0.28377 0.195 -0.113 0.342 0.22
H 1.24274 -1.06833 1.35684 -0.066 0.212 0.050 0.21
H -0.19217 1.20504 1.44929 0.113 -0.019 -0.169 0.20
H 1.46925 1.69341 -0.94508 -0.209 -0.136 -0.243 0.18
H -0.19442 2.36239 -0.90444 -0.007 -0.037 0.101 0.17
H -1.82913 0.57308 -0.36546 0.064 -0.031 0.123 0.16
H -1.80220 -1.88701 -0.92639 0.080 0.068 0.010 0.22
H -1.88371 -1.51175 0.79490 0.095 0.010 -0.124 0.22
H -0.36474 -2.09008 0.10143 -0.047 0.115 -0.151 0.21
```
Positions in Å, forces in eV/Å.

Highest occupied orbital energy in eV: -9.65
Energy above the lowest of the compared OMol25 structures with the same formula, charge and spin in eV: 1.320
E_LUMO in eV: 1.15
Gap between HOMO and LUMO in hartree: 0.397
Spin multiplicity: 1

***

3.
2 unconnected molecules or ions with the total composition C5H10O. Source: the OMol25 dataset; level of theory: the ωB97M-V functional and the def2-TZVPD basis.

Geometry as XYZ:
```
16
Properties=species:S:1:pos:R:3:forces:R:3:nbo_charge:R:1
C -0.61539 0.27918 -1.09669 0.280 0.050 -0.454 -0.14
C 0.10132 1.21389 -0.47575 0.412 -0.034 -0.554 -0.27
C 1.23633 0.58619 0.30699 0.114 0.017 -0.061 -0.44
C 0.83506 -0.90263 0.38074 0.012 0.012 0.037 -0.39
C -0.10146 -1.10948 -0.82315 0.078 -0.032 -0.121 -0.45
H -1.40891 0.46694 -1.80982 -0.050 0.059 0.135 0.22
H -0.00079 2.28285 -0.64546 -0.036 -0.150 0.155 0.22
H 1.42686 1.02518 1.29055 -0.077 0.017 -0.104 0.21
H 2.14767 0.71849 -0.28790 0.085 -0.038 0.149 0.21
H 1.69520 -1.57938 0.37821 -0.137 0.134 -0.004 0.21
H 0.27580 -1.08230 1.30519 0.083 -0.010 -0.125 0.20
H -0.87037 -1.87175 -0.65907 0.046 0.254 0.022 0.23
H 0.46182 -1.40999 -1.71683 0.017 -0.131 0.098 0.21
O -2.09507 0.38460 1.15009 -0.636 -0.084 0.617 -0.95
H -1.70928 0.14848 1.99203 -0.131 -0.184 0.459 0.46
H -1.37881 0.84974 0.71087 -0.062 0.120 -0.250 0.47
```
Positions in Å, forces in eV/Å.

Structure (SMILES): C1=CCCC1.O
Highest occupied orbital energy in eV: -9.29
Energy above the lowest of the compared OMol25 structures with the same formula, charge and spin in eV: 0.881
E_LUMO in eV: 1.01
Gap between HOMO and LUMO in hartree: 0.378
Spin multiplicity: 1

***

4.
C5H10O in the gas phase. Source: the OMol25 dataset; level of theory: the ωB97M-V functional and the def2-TZVPD basis.

Geometry as XYZ:
```
16
Properties=species:S:1:pos:R:3:forces:R:3:nbo_charge:R:1
C 1.97420 -0.23040 -0.83535 0.044 -0.017 -0.020 -0.73
C 1.00205 0.30407 0.20384 0.123 0.266 0.154 0.61
O 1.31466 1.21887 0.93833 -0.105 -0.434 -0.312 -0.55
C -0.39113 -0.31436 0.24231 -0.007 -0.036 0.035 -0.32
C -1.19683 0.25118 -0.93868 -0.034 0.045 -0.092 -0.60
C -1.08574 -0.04997 1.57371 -0.030 0.006 0.058 -0.60
H 1.76640 -1.26944 -1.10776 -0.001 0.151 0.062 0.22
H 1.90385 0.37419 -1.74793 -0.028 -0.050 0.163 0.24
H 2.99461 -0.14126 -0.45539 -0.150 0.019 -0.045 0.24
H -0.27734 -1.39677 0.09142 0.000 0.139 0.015 0.21
H -0.69469 0.08738 -1.89899 -0.067 0.003 0.151 0.21
H -1.34232 1.33007 -0.81129 0.026 -0.147 -0.012 0.21
H -2.18363 -0.22022 -0.99242 0.150 0.056 0.036 0.22
H -1.16307 1.02554 1.75782 0.001 -0.147 -0.035 0.22
H -0.52799 -0.48794 2.40800 -0.066 0.075 -0.134 0.22
H -2.09305 -0.48095 1.57240 0.143 0.069 -0.024 0.21
```
Positions in Å, forces in eV/Å.

Structure (SMILES): CC(=O)C(C)C
Highest occupied orbital energy in eV: -9.53
Energy above the lowest of the compared OMol25 structures with the same formula, charge and spin in eV: 0.017
E_LUMO in eV: 1.00
Gap between HOMO and LUMO in hartree: 0.387
Spin multiplicity: 1

***

5.
A molecular structure, C5H10O. Source: the OMol25 dataset; level of theory: the ωB97M-V functional and the def2-TZVPD basis.

Geometry as XYZ:
```
16
Properties=species:S:1:pos:R:3:forces:R:3:nbo_charge:R:1
C 0.93079 -1.61427 0.71323 -0.060 0.034 0.055 -0.64
C 0.16141 -1.17314 -0.50022 0.328 -0.101 0.017 0.04
O -1.27381 -0.90915 -0.35956 -0.226 0.066 0.091 -0.45
C -0.47115 0.10729 -0.73755 0.250 0.054 -0.204 0.41
C -0.45966 1.13356 -1.70403 -0.129 -0.093 -0.241 -0.82
C -0.33434 1.22587 1.16725 -0.003 -0.050 0.027 -0.94
H 0.81966 -2.69501 0.84865 -0.002 0.153 -0.043 0.22
H 0.58703 -1.10882 1.61530 0.038 -0.064 -0.129 0.24
H 1.99702 -1.40181 0.57376 -0.175 -0.010 -0.011 0.23
H 0.38417 -1.73272 -1.41200 -0.057 0.110 0.129 0.20
H 0.29834 1.06959 -2.48123 -0.084 -0.008 0.212 0.23
H -1.39631 1.63151 -1.93774 0.118 -0.085 0.119 0.23
H -0.16529 1.39483 -0.30478 -0.070 0.077 0.407 0.40
H 0.66310 1.18915 1.62308 -0.196 -0.003 -0.156 0.20
H -1.04517 0.61490 1.73334 0.172 0.121 -0.198 0.22
H -0.69580 2.26821 1.16250 0.095 -0.203 -0.076 0.22
```
Positions in Å, forces in eV/Å.

Highest occupied orbital energy in eV: -7.44
Energy above the lowest of the compared OMol25 structures with the same formula, charge and spin in eV: 6.381
E_LUMO in eV: 0.89
Gap between HOMO and LUMO in hartree: 0.306
Spin multiplicity: 1

***

6.
A molecular structure, C5H10O. Source: the OMol25 dataset; level of theory: the ωB97M-V functional and the def2-TZVPD basis.

Geometry as XYZ:
```
16
Properties=species:S:1:pos:R:3:forces:R:3:nbo_charge:R:1
C 1.22162 -1.17007 -0.46080 0.011 -0.073 -0.011 -0.61
C 0.47997 0.08803 -0.00855 -0.021 -0.005 0.060 -0.25
C 0.80496 1.29121 -0.89453 -0.020 0.033 -0.032 -0.61
C -1.00518 -0.21201 0.01429 0.077 -0.118 -0.058 -0.01
C -1.60737 -0.98077 1.12935 -0.016 -0.275 -0.290 -0.22
O -1.82588 0.77862 0.70178 -0.037 0.023 0.220 -0.60
H 0.98781 -2.01548 0.19558 0.042 0.104 -0.094 0.22
H 2.30529 -1.01385 -0.44425 -0.161 -0.004 0.005 0.22
H 0.94139 -1.44293 -1.48648 0.026 0.045 0.140 0.20
H 0.77271 0.31108 1.02681 -0.051 -0.046 -0.102 0.21
H 1.87628 1.52014 -0.86177 -0.172 -0.047 0.016 0.21
H 0.25698 2.18326 -0.57309 0.068 -0.125 -0.042 0.22
H 0.54267 1.09109 -1.94141 0.018 0.007 0.155 0.20
H -1.43081 -0.31686 -0.98973 0.046 0.033 0.140 0.18
H -2.57691 -1.37568 0.78901 0.143 -0.002 -0.022 0.14
H -1.58933 0.63321 1.66090 0.047 0.450 -0.084 0.50
```
Positions in Å, forces in eV/Å.

Highest occupied orbital energy in eV: -8.89
Energy above the lowest of the compared OMol25 structures with the same formula, charge and spin in eV: 4.172
E_LUMO in eV: 0.73
Gap between HOMO and LUMO in hartree: 0.354
Spin multiplicity: 1

***

7.
A molecular structure, C5H10O. Source: the OMol25 dataset; level of theory: the ωB97M-V functional and the def2-TZVPD basis.

Geometry as XYZ:
```
16
Properties=species:S:1:pos:R:3:forces:R:3:nbo_charge:R:1
C 0.59729 0.16104 1.30868 0.237 0.024 0.302 -0.57
C -1.09597 -0.62964 0.72186 0.141 -0.018 -0.023 -0.08
C -0.19514 -0.02967 -0.13698 -0.307 0.009 -0.219 -0.07
C -0.59471 1.24157 -0.84264 0.047 0.035 0.023 -0.64
C 0.80953 -0.97695 -1.09299 0.055 0.158 0.613 0.08
O 0.23993 -1.11186 -2.22502 0.027 -0.098 -0.149 -0.77
H 1.06192 1.12106 1.06553 -0.107 -0.115 -0.003 0.27
H 1.32675 -0.64815 1.38389 -0.126 0.101 -0.047 0.24
H 0.10353 0.31069 2.27859 0.026 -0.033 -0.163 0.24
H -2.04358 -0.16894 1.01122 0.158 -0.028 -0.029 0.21
H -0.88090 -1.61880 1.12642 -0.020 0.135 -0.084 0.22
H -1.36501 1.81518 -0.31269 0.112 -0.107 -0.066 0.20
H 0.28077 1.87954 -1.00912 -0.130 -0.102 0.014 0.22
H -0.96129 0.92917 -1.82411 0.020 0.080 0.111 0.28
H 0.94196 -1.87958 -0.42300 -0.026 0.068 -0.178 0.08
H 1.77491 -0.39465 -1.02962 -0.107 -0.108 -0.102 0.09
```
Positions in Å, forces in eV/Å.

Highest occupied orbital energy (spin up / spin down) in eV: -7.53 / -7.53
Energy above the lowest of the compared OMol25 structures with the same formula, charge and spin in eV: 4.908
E_LUMO (spin up / spin down) in eV: -0.54 / -0.54
Gap between HOMO and LUMO (spin up / spin down) in hartree: 0.257 / 0.257
Spin multiplicity: 1

***

8.
C5H10O in the gas phase. Source: the OMol25 dataset; level of theory: the ωB97M-V functional and the def2-TZVPD basis.

Geometry as XYZ:
```
16
Properties=species:S:1:pos:R:3:forces:R:3:nbo_charge:R:1
C 1.41792 -1.25363 1.26715 -0.007 -0.053 0.059 -0.60
C 1.37177 -0.33587 0.04050 0.036 0.090 -0.002 -0.42
C 0.09701 -0.44853 -0.75361 -0.196 0.088 -0.010 -0.29
C -0.98226 0.32629 -0.63436 0.386 -0.061 0.166 0.31
C -1.17121 1.46107 0.33041 0.015 0.029 0.023 -0.68
O -2.06625 0.07216 -1.44126 -0.145 0.131 -0.019 -0.68
H 2.39648 -1.20780 1.75914 -0.145 -0.006 -0.069 0.20
H 0.65515 -0.96373 1.99864 0.087 -0.048 -0.114 0.20
H 1.22729 -2.29559 0.98749 0.026 0.145 0.024 0.21
H 1.54042 0.70030 0.35883 -0.039 -0.146 -0.051 0.20
H 2.21289 -0.58186 -0.61976 -0.119 0.038 0.086 0.21
H 0.03559 -1.24816 -1.49022 0.014 0.089 0.081 0.21
H -2.06744 1.28755 0.93961 0.122 0.013 -0.081 0.22
H -1.30660 2.41353 -0.19934 0.013 -0.138 0.040 0.22
H -0.32267 1.56883 1.00832 -0.110 -0.029 -0.126 0.23
H -2.69961 0.79382 -1.35328 0.061 -0.140 -0.008 0.47
```
Positions in Å, forces in eV/Å.

Structure (SMILES): CC/C=C(\C)O
Highest occupied orbital energy in eV: -8.39
Energy above the lowest of the compared OMol25 structures with the same formula, charge and spin in eV: 0.629
E_LUMO in eV: 0.92
Gap between HOMO and LUMO in hartree: 0.342
Spin multiplicity: 1

***

Which formula does entry 7 have?
C5H10O